# 1
A structure of composition C41H31I2LuN5O5S. Source: OMol25; level of theory: ωB97M-V/def2-TZVPD.

Values from the calculation:
2S+1   1
Relative energy (zero: lowest compared OMol25 entry of this formula, charge and spin)   1.5836 eV
Kohn-Sham gap   6.24 eV
Charge   -1
Lowest unoccupied orbital energy   0.0702 hartree

Structure (XYZ):
```
86
Properties=species:S:1:pos:R:3:lowdin_charge:R:1
Lu -0.02 0.36 0.16 1.634
I -4.53 6.60 0.44 0.878
I -1.08 4.27 -3.66 0.883
S 2.77 1.10 -0.21 0.515
O -2.13 0.06 -0.42 -0.230
O -1.07 -5.84 3.75 -0.059
O -0.21 2.23 -1.10 -0.280
O 0.95 -1.55 0.19 -0.301
O 5.42 -1.17 1.37 -0.066
N -1.72 -0.29 -2.58 0.093
N -0.51 -0.84 -2.01 -0.035
N 1.20 0.44 2.92 0.096
N -0.97 2.36 1.50 0.058
N -0.97 -1.07 2.23 0.071
C 2.35 1.11 2.89 -0.182
C -2.40 3.37 3.17 -0.043
C -5.37 3.18 -2.68 -0.112
C 1.14 -2.54 -2.05 -0.140
C 2.90 -4.08 -2.39 -0.131
C -3.85 1.48 -3.40 -0.029
C -1.55 3.28 0.62 -0.133
C -3.00 5.27 0.02 -0.719
C -4.65 2.58 -3.68 -0.116
C -1.62 4.13 -1.63 -0.606
C -3.58 1.15 -2.04 -0.131
C 2.75 -2.91 -0.31 -0.021
C 1.53 -2.34 -0.69 -0.323
C 3.42 -3.76 -1.16 -0.085
C 2.42 -1.59 3.11 0.012
C -3.00 4.21 2.24 -0.070
C 3.58 0.49 2.89 -0.053
C -0.33 -2.76 3.68 0.027
C 1.81 -3.45 -2.85 -0.075
C -1.49 2.36 2.72 -0.128
C 3.07 0.70 -1.95 -0.635
C -0.04 -1.59 3.04 -0.208
C -2.49 4.32 0.94 -0.229
C 2.64 0.92 -4.36 -0.091
C -2.47 0.17 -1.64 -0.505
C -5.15 2.79 -1.37 -0.099
C 4.04 -0.29 -2.29 -0.124
C -2.42 -2.96 2.57 0.015
C -2.06 -1.74 2.00 -0.115
C 3.57 -0.04 -4.68 -0.146
C 3.61 -0.92 2.97 -0.182
C -1.08 3.17 -0.75 -0.398
C 4.92 -1.63 2.61 -0.215
C 0.04 -1.79 -2.60 -0.109
C -2.45 5.23 -1.28 -0.255
C -1.74 -4.69 4.32 -0.191
C 1.26 -0.86 3.15 -0.241
C -1.55 -3.41 3.54 -0.195
C 4.25 -0.61 -3.64 -0.128
C 2.39 1.31 -3.01 -0.114
C -4.28 1.75 -1.02 -0.040
H -4.73 2.79 -4.72 0.092
H 0.35 -3.07 4.45 0.123
H -5.73 3.30 -0.59 0.099
H -2.74 -1.23 1.36 0.096
H 2.34 2.19 2.74 0.115
H 3.78 -0.27 -5.70 0.084
H -6.01 4.01 -2.93 0.099
H 5.59 -1.40 3.45 0.121
H 1.47 -3.57 -3.86 0.105
H -1.34 -5.92 2.84 0.074
H 2.45 -2.65 3.05 0.119
H -2.79 5.88 -2.14 0.074
H 4.30 -4.23 -0.83 0.087
H 2.03 1.43 -5.17 0.110
H -4.07 1.66 0.06 0.120
H -2.78 -4.97 4.45 0.113
H 4.51 1.01 2.78 0.120
H 3.16 -2.75 0.65 0.079
H -0.44 -2.15 -3.53 0.130
H -3.80 4.83 2.65 0.067
H 5.00 -1.43 -3.78 0.106
H -3.36 -3.44 2.42 0.114
H 3.25 -4.91 -2.99 0.093
H -2.73 3.43 4.20 0.095
H -1.17 1.60 3.39 0.078
H 4.65 -2.72 2.66 0.118
H 1.63 2.00 -2.88 0.039
H -1.14 -4.48 5.25 0.131
H -3.28 0.94 -4.12 0.090
H 4.74 -0.71 0.84 0.039
H 4.61 -0.82 -1.57 0.075
```



# 2
A structure of composition C41H32BrCrN4O6. Source: OMol25; level of theory: ωB97M-V/def2-TZVPD.

Values from the calculation:
2S+1   5
Relative energy (zero: lowest compared OMol25 entry of this formula, charge and spin)   0.0000 eV
Kohn-Sham gap (spin up / spin down)   5.96 / 7.27 eV
Charge   -1
Lowest unoccupied orbital energy (spin up / spin down)   0.0901 / 0.0712 hartree

Structure (XYZ):
```
85
Properties=species:S:1:pos:R:3:lowdin_spin:R:1
Br 3.45 -4.19 -4.19 0.006
Cr -1.33 -0.13 0.11 2.871
O -0.50 -2.27 3.40 0.005
O -2.74 2.58 3.76 0.000
O 0.58 -0.40 0.65 0.016
O 1.83 0.98 -1.00 -0.002
O -1.43 -1.54 1.51 0.022
O -1.60 1.20 1.50 0.029
N -0.83 1.40 -1.11 -0.016
N -0.10 1.17 -2.28 0.003
N -1.31 -1.50 -1.51 0.219
N -3.30 -0.11 -0.38 0.126
C -4.92 -0.93 -1.98 0.056
C -2.04 2.42 1.38 0.006
C 2.26 -2.87 2.78 0.000
C -0.15 -2.24 -3.54 0.028
C 1.46 2.59 3.38 0.000
C 0.86 -0.90 1.94 0.003
C -3.59 -0.86 -1.50 0.109
C 1.60 2.32 4.73 0.000
C 4.22 -2.36 0.89 0.000
C 3.26 0.22 -3.24 0.000
C 1.17 0.93 -2.09 -0.001
C -2.62 3.09 2.50 0.001
C 2.08 -1.82 1.88 0.000
C 4.40 -3.40 1.79 0.000
C -1.98 3.14 0.17 0.006
C -3.13 4.37 2.35 0.005
C -5.62 0.38 -0.11 0.113
C -1.26 2.60 -0.97 0.025
C 1.95 -3.38 -3.36 0.029
C 3.08 -1.57 0.94 0.000
C 4.00 -0.11 -4.37 0.000
C 0.94 -2.85 -4.15 -0.004
C 0.79 -2.70 -1.39 0.026
C -4.31 0.45 0.29 0.018
C -5.92 -0.32 -1.29 0.053
C 1.36 0.73 -4.61 0.000
C -0.24 -2.14 -2.15 0.011
C 1.51 1.01 5.18 0.000
C -0.46 -1.65 2.35 0.005
C 1.23 1.55 2.48 0.000
C 3.41 -0.01 -5.63 0.000
C 3.41 -3.65 2.73 0.000
C 1.13 0.24 2.93 0.001
C 1.88 -3.31 -1.98 -0.003
C -3.07 5.05 1.13 0.005
C -2.49 4.44 0.05 0.004
C -2.51 -1.54 -2.08 0.201
C 1.94 0.63 -3.35 0.000
C 2.10 0.42 -5.74 0.000
C -2.30 1.26 4.11 0.000
C 1.28 -0.02 4.28 0.000
H -2.40 4.95 -0.90 0.000
H 5.29 -4.01 1.75 0.000
H -2.58 1.16 5.16 0.000
H -3.57 4.83 3.23 0.000
H 3.98 -0.27 -6.51 0.000
H 2.66 -3.72 -1.37 -0.001
H -5.11 -1.50 -2.89 0.000
H 2.97 -0.77 0.22 0.000
H 1.12 1.79 1.43 0.000
H -2.70 -2.17 -2.95 0.011
H 1.18 -1.04 4.64 0.000
H 1.49 -3.09 3.50 0.000
H -1.23 1.15 4.00 0.000
H -2.80 0.50 3.52 0.000
H 5.02 -0.45 -4.27 0.000
H 3.70 0.14 -2.25 0.000
H 1.52 3.61 3.01 0.000
H -4.04 0.99 1.19 -0.002
H -3.48 6.05 1.05 0.000
H -0.90 -1.77 -4.17 0.002
H 0.71 -2.66 -0.31 0.001
H 0.33 1.05 -4.68 0.000
H -6.94 -0.38 -1.65 0.001
H 1.63 0.49 -6.72 0.000
H -1.03 3.29 -1.78 0.000
H 3.52 -4.47 3.43 0.000
H 1.77 3.13 5.43 0.000
H 4.98 -2.15 0.14 0.000
H 1.01 -2.89 -5.23 -0.001
H 1.24 0.16 0.10 0.002
H 1.61 0.79 6.24 0.000
H -6.39 0.86 0.48 0.007
```



# 3
A structure of composition C41H32BrN8O2Sn. Source: OMol25; level of theory: ωB97M-V/def2-TZVPD.

Values from the calculation:
2S+1   1
Kohn-Sham gap (spin up / spin down)   4.10 / 4.10 eV
Charge   +3
Lowest unoccupied orbital energy (spin up / spin down)   -0.3740 / -0.3740 hartree

Structure (XYZ):
```
85
Properties=species:S:1:pos:R:3:nbo_charge:R:1
Sn -0.54 0.22 -0.67 1.539
Br -5.57 -4.97 1.85 0.132
O -3.09 -0.91 -0.37 -0.538
O -0.63 -1.93 0.18 -0.936
N 2.78 2.26 -0.89 -0.112
N -1.93 2.03 -1.86 -0.541
N -1.04 -0.23 -3.02 -0.576
N 0.84 -3.92 1.11 -0.504
N 0.76 3.17 2.22 -0.175
N 1.80 2.52 -0.19 -0.165
N -0.08 -5.76 1.74 -0.478
N 2.08 -0.02 -1.43 -0.499
C 1.89 4.89 -0.76 -0.265
C 1.30 -5.99 1.78 0.091
C -1.70 -2.63 0.52 0.406
C 3.42 -6.98 2.01 -0.178
C -4.01 -4.06 1.29 -0.101
C -1.73 0.62 -3.80 0.182
C -1.62 -3.90 1.13 -0.212
C 0.61 3.27 3.57 0.058
C 1.81 6.20 -0.31 -0.035
C -3.46 3.93 -3.16 -0.114
C 0.36 3.29 6.33 -0.065
C 4.26 0.84 -1.99 -0.166
C 1.62 3.86 4.37 -0.157
C 1.25 4.16 1.50 0.054
C -4.43 -0.50 -0.69 -0.255
C -0.51 -1.33 -3.57 0.067
C 1.27 5.53 1.93 -0.114
C -3.05 2.78 -3.81 -0.202
C 1.50 3.83 5.74 -0.204
C -2.78 -4.59 1.52 -0.191
C 4.02 -5.78 1.60 -0.179
C -0.62 -1.63 -4.91 -0.218
C -2.34 3.13 -1.22 0.057
C -3.01 -2.13 0.27 0.212
C -0.53 2.69 4.18 -0.080
C 4.64 -0.39 -2.51 -0.134
C -0.33 -4.51 1.33 0.488
C 1.52 6.52 1.03 -0.218
C 2.05 -7.11 2.10 -0.195
C -4.14 -2.83 0.65 -0.259
C -1.90 0.37 -5.15 -0.203
C -1.34 -0.76 -5.71 -0.105
C 2.99 0.99 -1.45 0.257
C 3.27 -4.67 1.28 -0.246
C -3.09 4.11 -1.83 -0.229
C -0.67 2.74 5.54 -0.225
C -2.26 1.85 -3.14 0.159
C 1.65 3.86 0.14 0.288
C 2.48 -1.20 -1.90 0.050
C 3.74 -1.43 -2.46 -0.201
C 1.89 -4.80 1.37 0.164
H -2.47 1.04 -5.77 0.243
H -5.13 -2.45 0.46 0.250
H -0.16 -2.53 -5.31 0.254
H 2.50 4.28 3.90 0.238
H 5.63 -0.52 -2.94 0.258
H -4.95 -1.28 -1.24 0.204
H 2.29 4.23 6.37 0.255
H 0.00 -2.00 -2.88 0.203
H -3.35 2.62 -4.84 0.241
H -4.35 0.38 -1.30 0.198
H -3.38 5.00 -1.29 0.251
H 1.48 7.55 1.34 0.262
H -0.78 -6.45 1.96 0.447
H 1.01 5.76 2.96 0.250
H 1.58 -8.04 2.41 0.245
H 1.76 -2.00 -1.83 0.199
H -1.57 2.37 6.01 0.252
H -2.05 3.21 -0.18 0.204
H 0.26 3.28 7.41 0.252
H 3.99 -2.41 -2.84 0.252
H 2.01 7.01 -1.01 0.255
H 4.92 1.70 -1.98 0.261
H 5.10 -5.74 1.54 0.240
H 4.04 -7.83 2.25 0.247
H -4.98 -0.28 0.22 0.201
H -1.46 -0.97 -6.77 0.256
H 3.74 -3.74 0.97 0.225
H 2.14 4.65 -1.78 0.256
H -4.06 4.66 -3.67 0.254
H -2.71 -5.55 2.03 0.226
H 0.85 -2.96 0.76 0.464
H -1.31 2.30 3.54 0.227
```



# 4
A structure of composition C41H32CaClF2IN6OS2. Source: OMol25; level of theory: ωB97M-V/def2-TZVPD.

Values from the calculation:
2S+1   1
Relative energy (zero: lowest compared OMol25 entry of this formula, charge and spin)   0.9394 eV
Kohn-Sham gap   3.89 eV
Charge   -2
Lowest unoccupied orbital energy   0.1333 hartree

Structure (XYZ):
```
87
Properties=species:S:1:pos:R:3:lowdin_charge:R:1
I 6.28 -3.76 -0.52 0.818
Ca 1.35 -1.23 -0.06 1.111
Cl 8.02 1.48 -1.94 0.607
S 1.85 -3.18 -2.52 0.617
S -0.75 0.03 -4.31 0.540
F -2.88 -5.42 -0.03 0.009
F -0.57 -4.98 4.00 0.007
O 3.60 -2.03 -0.23 -0.270
N 1.75 -1.81 2.33 0.025
N -2.37 0.94 -2.27 -0.099
N 3.11 0.57 -0.59 0.050
N -1.41 2.49 -3.39 0.065
N -0.65 -3.12 -3.39 -0.076
N 0.15 -5.18 -2.78 0.096
C 0.37 -3.85 -2.93 -0.942
C -5.09 1.46 3.52 -0.159
C -0.10 0.76 0.29 -0.160
C 2.82 1.84 -0.75 -0.119
C -1.90 -4.79 0.69 -0.290
C -0.13 -3.14 0.82 -0.109
C -3.21 0.95 2.08 -0.052
C -2.54 4.98 0.43 -0.081
C -1.70 -5.20 2.00 0.022
C 1.14 -2.83 2.95 -0.192
C 2.49 -2.41 4.90 -0.082
C -1.71 2.70 1.16 -0.254
C -1.95 -3.65 -3.73 -0.102
C -0.08 5.52 -0.70 -0.140
C -1.52 4.00 0.60 -0.215
C -0.82 1.66 0.74 -0.267
C 2.69 -1.10 2.95 -0.128
C -3.64 3.23 2.71 -0.075
C -2.67 -0.35 -1.67 -0.024
C -1.11 6.45 -0.87 -0.169
C 6.69 0.45 -1.43 -0.630
C -0.71 -4.55 2.70 -0.223
C 0.08 -3.54 2.17 -0.155
C 5.06 2.36 -1.40 -0.040
C -0.27 4.35 0.00 -0.060
C 4.57 -1.30 -0.60 -0.494
C 5.88 -1.74 -0.82 -0.657
C 3.10 -1.36 4.24 -0.074
C -2.16 3.12 -2.42 -0.062
C -1.53 1.15 -3.29 -0.807
C 4.36 0.13 -0.82 -0.145
C -4.73 2.81 3.45 -0.141
C 1.52 -3.15 4.26 -0.013
C -2.34 6.15 -0.29 -0.152
C 6.91 -0.89 -1.23 -0.209
C 3.78 2.78 -1.16 -0.045
C -1.15 -3.79 0.12 -0.104
C -4.30 0.55 2.83 -0.127
C -2.76 2.15 -1.71 -0.049
C 5.40 1.00 -1.23 -0.187
C -2.85 2.32 1.96 -0.200
H -0.79 2.92 -4.05 0.136
H -5.94 1.14 4.10 0.071
H 5.83 3.06 -1.71 0.081
H -3.36 4.27 2.74 0.089
H -3.69 -0.34 -1.30 0.094
H -3.17 6.83 -0.41 0.084
H 1.05 -3.97 4.78 0.093
H -2.61 -2.81 -3.93 0.069
H 3.87 -0.75 4.71 0.094
H -2.37 -4.23 -2.90 0.077
H -1.97 -0.53 -0.85 0.057
H 3.13 -0.29 2.37 0.110
H -0.49 -2.12 -3.53 -0.028
H -4.53 -0.51 2.88 0.088
H -2.60 0.22 1.58 0.087
H -2.29 -5.98 2.46 0.114
H 1.79 2.11 -0.55 0.056
H -1.38 -3.52 -0.91 0.064
H 0.94 -5.72 -2.49 0.085
H -3.36 2.19 -0.82 0.124
H -0.62 -5.64 -3.22 0.081
H -2.56 -1.12 -2.44 0.041
H -2.15 4.19 -2.27 0.099
H 0.90 5.72 -1.13 0.083
H -3.53 4.78 0.80 0.082
H 7.91 -1.29 -1.39 0.080
H -1.92 -4.28 -4.63 0.082
H 2.78 -2.67 5.92 0.097
H 0.54 3.64 0.10 0.073
H -0.95 7.36 -1.42 0.068
H -5.29 3.54 4.02 0.082
H 3.50 3.82 -1.28 0.097
```



# 5
A structure of composition C41H32F3IrN4OS5Te. Source: OMol25; level of theory: ωB97M-V/def2-TZVPD.

Values from the calculation:
2S+1   2
Kohn-Sham gap (spin up / spin down)   4.48 / 4.38 eV
Charge   +1
Lowest unoccupied orbital energy (spin up / spin down)   -0.1886 / -0.1922 hartree

Structure (XYZ):
```
88
Properties=species:S:1:pos:R:3:lowdin_spin:R:1
Ir -0.16 0.20 -0.30 0.713
Te -1.80 -1.53 -1.78 -0.042
S 1.11 -0.44 -2.43 0.065
S -1.52 2.03 -1.41 0.055
S -0.76 -1.85 3.92 0.002
S 4.08 0.12 -2.50 0.005
S 6.13 2.21 -3.09 -0.001
F -1.95 5.16 -1.95 0.001
F -2.88 6.15 -0.29 0.000
F -3.57 4.21 -0.90 0.002
O 0.13 -3.00 -0.51 0.016
N 3.47 2.32 -3.59 -0.004
N -0.19 2.38 0.76 0.057
N 2.29 1.74 -3.39 -0.009
N -1.02 -0.46 1.78 0.015
C -2.95 -3.18 -1.08 -0.006
C 2.45 4.46 -4.10 0.000
C 4.56 3.87 -5.11 0.000
C 2.49 5.68 -4.74 0.000
C -4.68 -0.43 -4.87 0.000
C -3.58 -1.66 4.02 0.000
C 4.56 1.66 -3.14 0.000
C -2.47 4.96 -0.73 0.001
C -2.36 -1.38 3.43 0.001
C -2.29 -0.61 2.25 0.001
C -0.12 -1.02 2.53 0.004
C -0.99 4.96 1.32 -0.002
C -3.45 -0.09 1.68 -0.001
C -0.09 4.30 2.15 0.002
C -4.59 -0.20 -2.11 0.000
C 3.61 -1.14 2.72 0.004
C -4.73 -1.18 3.42 0.000
C 2.38 0.58 -2.83 0.015
C -4.40 -5.42 -0.35 0.000
C 1.28 -0.88 2.21 0.017
C -3.29 -3.38 0.25 0.000
C -1.06 2.99 -0.06 0.004
C -1.49 4.30 0.21 0.001
C 2.91 0.16 0.81 0.009
C -4.07 -5.22 -1.68 -0.001
C 3.50 3.56 -4.27 0.000
C -3.51 -0.73 -2.80 0.001
C 3.58 6.01 -5.54 0.000
C 4.60 5.10 -5.73 0.000
C -3.34 -4.10 -2.04 -0.002
C -5.71 0.22 -2.80 0.001
C 2.29 -1.40 3.02 0.002
C 0.28 3.01 1.83 0.006
C 1.58 -0.15 1.05 0.065
C -4.02 -4.50 0.61 0.000
C -5.76 0.10 -4.18 -0.001
C 0.46 -4.02 -1.45 0.002
C 1.94 -4.37 -1.40 0.001
C 3.92 -0.34 1.62 0.001
C -4.66 -0.38 2.27 0.000
C -3.55 -0.83 -4.18 -0.003
H -4.97 -6.30 -0.06 0.000
H -0.16 -4.89 -1.20 0.000
H -2.99 -2.67 0.99 0.000
H 0.96 -2.59 -0.22 0.003
H 0.31 4.79 3.02 0.000
H 0.98 2.45 2.43 0.001
H -4.36 -5.94 -2.42 0.000
H -2.70 -1.24 -4.72 0.000
H 1.68 6.38 -4.61 0.000
H 3.62 6.98 -6.02 0.000
H 4.95 -0.10 1.40 0.000
H 5.44 5.34 -6.38 0.000
H 1.61 4.18 -3.47 0.000
H -4.73 -0.52 -5.94 0.000
H -3.38 0.54 0.81 0.000
H -4.55 -0.12 -1.03 0.000
H 3.18 0.80 -0.02 0.000
H -6.65 0.41 -4.71 0.000
H -1.31 5.97 1.53 0.000
H 2.20 -4.77 -0.42 0.000
H 5.33 3.14 -5.30 0.000
H 2.17 -5.12 -2.15 0.000
H 0.18 -3.68 -2.46 0.000
H -4.28 -4.66 1.65 0.000
H -3.63 -2.25 4.92 0.000
H -3.06 -3.94 -3.07 -0.001
H 2.04 -1.99 3.89 0.000
H -5.58 0.00 1.85 0.000
H -5.69 -1.40 3.85 0.000
H 4.40 -1.53 3.34 0.000
H -6.55 0.64 -2.26 0.000
H 2.54 -3.49 -1.61 0.001
```



| no. | E (Eh) |
| --- | --- |
| 1 | -4460.31354 |
| 2 | -5870.75693 |
| 3 | -4957.56509 |
| 4 | -4417.09402 |
| 5 | -4538.46217 |